{"formula": "C30H27B3F4N5O8TeTi", "method": "wB97M-V/def2-TZVPD", "de_lowest_kcal_mol": 14.2, "lumo_energy_ha": [0.0573, 0.0577], "total_energy_ev": -98699.8868, "charge": -1, "e_homo_ev": [-3.61, -3.61], "multiplicity": 1, "max_force_ev_per_a": 2.33, "orbital_gap_ha": [0.19005, 0.19023], "species": ["Ti", "C", "C", "N", "O", "B", "F", "F", "O", "N", "C", "C", "C", "N", "O", "B", "F", "F", "O", "N", "C", "C", "C", "H", "H", "H", "H", "H", "H", "H", "H", "H", "H", "H", "H", "O", "C", "O", "C", "C", "C", "C", "C", "C", "C", "C", "C", "N", "H", "H", "H", "H", "H", "H", "Te", "C", "C", "C", "C", "C", "C", "H", "H", "H", "H", "H", "O", "B", "O", "C", "C", "C", "C", "C", "C", "H", "H", "H", "H"], "positions_angstrom": [[1.086277, 0.758663, -0.662880], [5.161602, -0.280493, -1.248185], [3.844306, 0.162653, -0.706269], [2.989667, 0.861731, -1.379978], [3.266699, 1.092778, -2.676966], [2.717750, 2.415624, -3.153090], [3.036020, 2.557212, -4.487880], [3.285721, 3.439582, -2.364033], [1.220181, 2.448070, -3.016882], [0.900461, 2.430922, -1.674944], [0.561662, 3.550284, -1.062400], [0.485090, 4.869103, -1.757743], [0.240383, 3.324934, 0.303683], [0.400151, 2.049797, 0.660461], [-0.058842, 1.654114, 1.899588], [1.067207, 1.105345, 2.734826], [2.075803, 2.089756, 2.833446], [0.548160, 0.763374, 3.968104], [1.661873, -0.130642, 2.113530], [2.176179, 0.154528, 0.894140], [3.391842, -0.201820, 0.631910], [4.245935, -0.953982, 1.593560], [-0.254990, 4.385558, 1.236033], [5.321263, 0.180024, -2.217041], [5.165153, -1.367189, -1.363511], [5.974686, -0.003086, -0.575049], [1.384301, 5.011652, -2.355856], [0.392556, 5.679923, -1.037304], [-0.371742, 4.890992, -2.437471], [3.799074, -0.897896, 2.581844], [5.259642, -0.548280, 1.621574], [4.293573, -2.003436, 1.293481], [-1.252685, 4.730222, 0.938603], [0.418690, 5.245387, 1.230824], [-0.301710, 3.978934, 2.242327], [0.713028, -2.262969, -3.041864], [0.573724, -1.291428, -2.341631], [1.226123, -1.082959, -1.219009], [-0.465894, -0.225780, -2.598830], [-1.042824, -0.029764, -3.868327], [-1.989134, 0.922229, -4.017793], [-2.466339, 1.620348, -2.878943], [-3.523033, 2.552447, -2.948690], [-4.015628, 3.136065, -1.813574], [-3.466683, 2.805735, -0.557205], [-2.409371, 1.941279, -0.464252], [-1.878793, 1.340148, -1.626171], [-0.820287, 0.470312, -1.516182], [-0.683605, -0.631303, -4.691056], [-2.409885, 1.140887, -4.993205], [-3.942306, 2.791883, -3.920842], [-4.841691, 3.835635, -1.881715], [-3.883496, 3.233807, 0.347741], [-2.008006, 1.666406, 0.505229], [1.175710, -3.474648, 0.354364], [0.676774, -4.996778, 1.778725], [-0.085532, -4.762572, 2.925048], [-0.372635, -5.797245, 3.810118], [0.106065, -7.080372, 3.574110], [0.860730, -7.324483, 2.433749], [1.138730, -6.292880, 1.543991], [-0.446897, -3.766291, 3.143963], [-0.965853, -5.591645, 4.693951], [-0.103309, -7.882945, 4.272581], [1.236347, -8.321704, 2.230287], [1.720357, -6.496200, 0.647756], [-0.947631, -1.722164, 1.989607], [-0.607005, -2.344095, 0.800009], [-1.661197, -2.253805, -0.111617], [-2.664865, -1.578134, 0.544970], [-3.927094, -1.262700, 0.099232], [-4.754409, -0.587902, 0.997910], [-4.307337, -0.239068, 2.270324], [-3.021720, -0.562837, 2.707023], [-2.229553, -1.248634, 1.817756], [-4.243040, -1.504092, -0.909619], [-5.760920, -0.324006, 0.696329], [-4.967553, 0.307882, 2.934960], [-2.646002, -0.269998, 3.680339]], "atomic_forces_ev_per_a": [[-1.58, 1.71, -0.08], [-0.02, 0.10, 0.06], [0.25, 0.10, -0.07], [0.89, -0.66, 0.19], [0.03, 0.21, -0.35], [-0.17, 0.42, 0.11], [-0.09, -0.24, 0.19], [-0.09, -0.27, -0.23], [0.30, 0.26, -0.08], [0.67, 0.42, 0.16], [-0.48, 0.12, 0.53], [0.05, -0.16, -0.09], [-0.09, 0.28, -0.38], [0.08, 0.26, -0.09], [0.20, -0.07, 0.29], [-0.06, 0.57, -0.02], [-0.23, -0.33, 0.03], [0.02, -0.11, -0.27], [-0.11, -0.03, 0.25], [1.34, -0.32, 0.62], [-0.06, -0.06, 0.28], [0.09, 0.23, 0.06], [0.06, -0.11, -0.08], [0.04, -0.02, -0.04], [0.03, 0.01, 0.01], [-0.01, -0.05, 0.00], [0.00, 0.05, 0.00], [-0.03, -0.01, -0.03], [0.01, 0.06, 0.03], [0.02, -0.03, 0.02], [-0.05, -0.06, -0.02], [0.02, 0.00, -0.01], [0.06, -0.01, 0.07], [-0.05, -0.01, 0.03], [-0.03, 0.04, 0.04], [-0.12, 0.03, -0.64], [0.10, -0.29, 0.76], [-0.28, -1.38, -0.81], [-0.20, 0.15, 0.42], [0.28, -0.30, -0.14], [-0.18, 0.12, -0.08], [0.04, 0.06, 0.12], [-0.03, 0.03, -0.07], [-0.01, -0.01, 0.09], [-0.08, 0.08, -0.10], [0.04, -0.11, 0.17], [-0.14, 0.02, 0.14], [-0.70, -0.47, -1.02], [0.04, 0.00, 0.02], [-0.02, 0.00, 0.05], [0.00, -0.05, 0.05], [0.07, -0.02, 0.04], [0.02, -0.01, -0.06], [0.03, 0.01, -0.09], [0.13, -0.37, 0.30], [-0.08, -0.04, 0.07], [0.09, -0.06, 0.01], [0.08, -0.01, -0.09], [0.00, 0.03, -0.04], [0.05, 0.07, -0.01], [0.03, 0.07, -0.07], [0.02, 0.00, 0.01], [0.02, 0.00, -0.02], [-0.02, 0.04, -0.04], [-0.02, 0.05, 0.02], [-0.07, -0.03, 0.10], [0.00, 0.03, 0.00], [-0.52, 0.08, -0.13], [0.00, 0.05, 0.06], [0.18, -0.09, -0.04], [-0.06, 0.10, -0.13], [0.06, -0.01, 0.00], [0.01, 0.03, 0.01], [0.01, 0.13, 0.10], [0.18, -0.11, -0.05], [0.00, -0.03, 0.11], [0.05, 0.02, -0.01], [0.05, -0.06, -0.05], [-0.03, -0.05, -0.07]]}